76
Properties=species:S:1:pos:R:3:forces:R:3 method="wB97M-V/def2-TZVPD" e_tot_ev=-132645.180 e_homo_ha=-0.287 gap_ev=7.780
Co -1.28161 0.07301 1.74402 0.12 0.10 -0.03
O -0.93565 3.43819 6.53174 0.00 0.00 0.00
C -1.02788 2.70046 5.40797 -0.01 0.01 0.01
C -1.57376 3.21305 4.22645 0.01 0.01 -0.01
C -1.62304 2.38116 3.13219 0.09 -0.02 -0.01
N -1.16336 1.14407 3.22681 -0.04 0.03 0.05
C -0.64005 0.62504 4.32781 0.05 0.02 -0.04
C -0.55422 1.38708 5.46930 0.01 -0.02 0.01
C -0.19334 -0.81424 4.09836 -0.19 -0.06 0.05
O 0.29052 -1.46017 4.99887 0.08 0.02 -0.02
O -0.41984 -1.20702 2.87912 0.06 -0.05 -0.03
C -2.18629 2.65824 1.74757 -0.25 -0.05 0.04
O -2.65571 3.74391 1.47604 0.09 0.05 -0.04
O -2.13933 1.61490 0.97729 0.07 0.04 -0.06
H -1.28232 4.32462 6.37934 0.00 0.00 0.00
H -1.95130 4.22491 4.14919 0.00 0.00 -0.01
H -0.13243 0.98004 6.37684 0.00 0.00 0.00
N 2.67401 -6.04753 -0.33503 0.00 0.00 0.01
C 1.58859 -5.18751 -0.22899 -0.03 -0.03 -0.03
C 0.39816 -5.46328 -0.91022 0.04 0.00 0.02
C -0.66220 -4.58200 -0.84796 0.02 0.02 0.00
C -0.54964 -3.41576 -0.10004 -0.04 -0.05 -0.05
C 0.62247 -3.12857 0.58292 0.03 0.01 0.00
C 1.68657 -4.00898 0.51221 0.00 0.04 0.02
S -1.90949 -2.30903 -0.09905 -0.10 -0.04 -0.05
O -1.35901 -0.93722 0.11146 0.10 -0.01 -0.01
O -2.55229 -2.44815 -1.37397 -0.01 0.04 -0.03
N -2.82620 -2.74707 1.08807 0.10 -0.08 0.05
C -3.36674 -1.89174 1.94585 -0.06 0.05 0.05
S -4.80256 -2.39395 2.78827 0.01 0.03 0.00
C -4.87152 -0.87627 3.60828 0.01 -0.01 -0.01
C -3.85164 -0.09724 3.21629 0.01 0.00 0.02
N -2.98644 -0.66455 2.29905 -0.03 -0.02 -0.05
H 2.45089 -7.00049 -0.57131 0.00 0.00 0.00
H 3.35109 -5.98233 0.40750 0.00 0.00 0.00
H 0.31452 -6.37133 -1.49578 0.00 0.00 0.00
H -1.57380 -4.78122 -1.39479 -0.01 0.01 0.01
H 0.71052 -2.22304 1.16579 -0.02 0.02 0.04
H 2.60368 -3.78325 1.04368 0.00 0.00 0.00
H -5.64371 -0.63966 4.31886 0.00 0.00 0.00
H -3.67641 0.90682 3.56656 0.00 0.00 -0.01
S 0.85402 0.84112 1.15479 -0.07 -0.03 -0.03
Sb 0.88633 1.12186 -1.13271 0.07 -0.04 0.09
C 2.93873 1.19830 -1.58453 0.01 0.01 -0.03
C 3.36738 0.90069 -2.87557 0.00 0.00 -0.01
C 4.71697 0.97307 -3.18961 0.01 0.00 0.01
C 5.63580 1.33849 -2.21549 0.00 0.00 0.00
C 5.20962 1.62895 -0.92720 0.00 0.00 0.01
C 3.86067 1.55921 -0.60822 0.00 0.01 0.00
C 0.12333 2.93627 -1.87091 -0.03 -0.02 0.00
C 0.93421 3.70717 -2.70087 0.01 -0.01 0.02
C 0.45231 4.90561 -3.20496 -0.02 0.01 -0.01
C -0.82775 5.33275 -2.87629 0.01 0.01 -0.02
C -1.63027 4.56249 -2.04887 -0.01 -0.04 0.04
C -1.16173 3.35516 -1.54701 0.01 0.08 -0.02
C 0.21185 -0.37945 -2.42359 -0.06 0.02 -0.03
C 0.93256 -1.56352 -2.52805 -0.01 0.00 0.00
C 0.51780 -2.53308 -3.42849 -0.01 -0.01 0.01
C -0.60823 -2.31645 -4.21053 0.01 0.01 -0.01
C -1.32141 -1.13186 -4.10318 0.01 0.00 0.00
C -0.91272 -0.15491 -3.20787 0.01 -0.02 0.00
H 2.65447 0.59991 -3.63549 0.01 0.01 0.00
H 5.05022 0.73974 -4.19242 0.00 0.00 0.00
H 6.68853 1.39253 -2.46085 0.00 0.00 0.00
H 5.92824 1.90694 -0.16736 0.00 0.00 0.00
H 3.52911 1.77511 0.40047 0.00 0.00 0.00
H 1.94079 3.38900 -2.94486 0.00 0.00 -0.01
H 1.08004 5.50932 -3.84757 0.00 0.00 0.00
H -1.19599 6.27419 -3.26351 0.00 0.00 0.00
H -2.62086 4.89612 -1.77028 -0.01 0.01 -0.02
H -1.79041 2.76914 -0.89254 -0.04 -0.04 0.05
H 1.80815 -1.73836 -1.91398 0.01 -0.01 0.02
H 1.06703 -3.46261 -3.50474 0.00 0.00 0.00
H -0.93686 -3.08069 -4.90287 0.00 0.00 0.00
H -2.20566 -0.97255 -4.70559 0.00 0.00 0.01
H -1.47549 0.76639 -3.11582 0.00 0.00 -0.01

76
Properties=species:S:1:pos:R:3:forces:R:3 method="wB97M-V/def2-TZVPD" multiplicity=2 e_tot_ev=-101823.772 e_homo_ha="-0.267 / -0.291" s2=0.795 gap_ev="5.271 / 5.742"
Pd -0.02857 -0.02892 0.62424 1.00 -0.01 0.19
N 2.21023 0.48127 0.50787 -1.02 -0.26 0.43
C 2.72760 -0.07612 1.72748 0.37 -0.09 -0.04
C 3.85074 -0.88031 1.75137 0.05 0.04 -0.12
C 4.25711 -1.45630 2.95251 -0.01 0.05 0.03
C 3.55664 -1.20848 4.12239 -0.01 -0.01 -0.07
C 2.41667 -0.41045 4.08566 0.05 0.05 0.05
C 1.99887 0.15184 2.88847 -0.13 -0.02 0.20
P 0.40420 0.99145 2.64255 -0.35 -0.86 0.04
C 0.75887 2.75459 2.59573 -0.12 0.06 -0.17
C -0.30150 3.61907 2.31472 0.01 -0.02 0.05
C -0.08030 4.98315 2.25656 0.04 0.00 0.02
C 1.19808 5.48946 2.46916 -0.02 -0.02 0.01
C 2.25313 4.63264 2.74047 0.02 0.00 0.01
C 2.03827 3.26091 2.80013 0.01 0.01 0.02
C -0.51849 0.67462 4.15143 -0.14 0.02 -0.07
C -0.42834 1.52317 5.25339 0.00 -0.02 -0.01
C -1.04662 1.16736 6.44226 0.01 -0.01 0.00
C -1.74711 -0.02871 6.53097 0.01 0.00 -0.02
C -1.85586 -0.86243 5.42599 0.02 0.01 0.03
C -1.25039 -0.50798 4.23093 0.01 -0.01 0.03
H 2.73819 0.20120 -0.31042 -0.24 -0.07 -0.11
H 2.11033 1.49362 0.53206 0.29 0.02 -0.09
H 4.39918 -1.07323 0.83566 0.00 -0.02 0.02
H 5.12566 -2.10250 2.96465 0.00 0.01 0.00
H 3.87392 -1.65280 5.05675 -0.03 -0.03 -0.01
H 1.83330 -0.26112 4.98599 0.01 0.01 -0.01
H -1.29080 3.20967 2.14670 0.00 0.03 -0.03
H -0.89908 5.65722 2.04114 0.00 -0.01 0.00
H 1.36929 6.55721 2.42558 0.00 -0.01 -0.01
H 3.24478 5.02889 2.91520 0.00 0.00 -0.02
H 2.86111 2.59146 3.02331 0.00 0.01 0.01
H 0.12729 2.45041 5.18320 0.00 0.00 0.01
H -0.97229 1.81774 7.30383 0.00 0.00 -0.01
H -2.20917 -0.31271 7.46753 -0.02 0.01 -0.01
H -2.40632 -1.79075 5.49896 0.00 0.01 -0.02
H -1.33864 -1.14420 3.35874 0.03 -0.03 0.01
C -4.88188 3.75388 0.00601 0.01 -0.04 0.02
C -3.38847 3.66096 0.22263 -0.01 -0.02 -0.05
O -3.02936 2.33434 0.67138 -0.27 -0.11 0.11
P -2.34994 1.30591 -0.34313 0.27 1.04 -0.53
S -2.40140 -0.46030 0.62451 1.05 0.30 0.18
S -0.57720 1.98017 -0.93817 -0.46 0.29 -0.40
O -3.35972 1.34446 -1.56908 -0.28 -0.13 0.13
C -2.97293 1.25855 -2.96018 0.01 -0.14 -0.08
C -2.96076 2.63244 -3.58549 -0.01 0.06 0.10
H -5.12965 4.71780 -0.44205 -0.02 0.00 0.04
H -5.41742 3.65563 0.94995 -0.01 0.00 -0.01
H -5.21154 2.96122 -0.66384 0.00 0.04 -0.03
H -3.06187 4.33844 1.01185 0.03 0.02 -0.01
H -2.83421 3.90575 -0.68545 0.03 -0.03 0.01
H -3.71819 0.61805 -3.42800 -0.02 -0.03 0.04
H -1.99922 0.77646 -3.04000 0.01 0.00 0.04
H -3.91725 3.13162 -3.42191 0.00 -0.01 -0.05
H -2.78820 2.54865 -4.65950 -0.01 0.00 0.01
H -2.16597 3.23991 -3.15230 0.00 -0.01 -0.02
F 0.31042 -2.85995 1.72786 0.16 -0.15 -0.02
C 1.41692 -3.62183 1.87671 -0.29 0.15 0.10
C 1.72697 -4.01755 3.14135 -0.05 0.06 -0.02
F 0.91312 -3.62641 4.12739 0.08 0.02 -0.05
C 2.86571 -4.80625 3.44006 0.02 -0.02 0.04
C 3.58528 -5.21491 2.28505 0.05 -0.01 0.01
C 3.25198 -4.83097 1.01834 0.09 -0.04 -0.02
F 4.02178 -5.26816 0.01582 -0.06 0.07 0.06
C 2.16778 -3.96562 0.73200 0.06 -0.03 0.02
C 1.89382 -3.44929 -0.55748 -0.09 -0.02 -0.09
C 0.97682 -2.39819 -0.76341 0.47 -0.09 -0.29
N 0.35376 -1.46273 -1.04750 -0.46 -0.12 0.35
C 2.62159 -3.79755 -1.73436 0.04 0.09 0.18
N 3.20280 -4.00903 -2.70654 -0.07 -0.02 -0.03
F 4.66143 -5.98988 2.43328 -0.07 0.04 0.00
C 3.25735 -5.11985 4.75677 0.03 -0.01 0.11
C 2.57150 -4.62282 5.90555 0.11 -0.06 -0.15
N 2.07389 -4.22545 6.86580 -0.01 0.02 0.03
C 4.41413 -5.89209 5.07203 -0.13 0.09 -0.04
N 5.34231 -6.49161 5.39731 0.01 -0.02 0.01

For reference, energy above the lowest of the compared OMol25 structures with the same formula, charge and spin by record: 0.000 1.139 eV.